No. 1
ORCA calculation (the ωB97M-V functional and the def2-TZVPD basis) on C43H55AsBLuN8PS7 as an isolated structure.

Relative energy (zero: lowest compared OMol25 entry of this formula, charge and spin): 0.000 eV
Total charge: -1
M: 1200.11 g/mol
Orbital gap: 6.23 eV

Atoms and positions in Å:
Lu -1.97125 1.16517 0.88856
C -4.02970 -3.22640 1.00027
C -2.98393 -4.21202 0.48857
C -3.06186 -4.39733 -1.02335
C -3.21199 -5.56223 1.16421
N -1.62571 -3.71560 0.84748
C -0.73210 -4.37378 1.67502
C 0.35341 -3.58680 1.79728
N 0.14883 -2.45586 1.04362
B 1.08350 -1.21040 1.11399
N 1.39115 -1.00193 2.61758
C 2.59904 -1.06607 3.26066
C 2.39016 -0.78453 4.56044
N 1.03441 -0.53242 4.72409
C 0.42414 -0.69808 3.51295
S -1.24533 -0.65749 3.15671
C 0.50716 -0.15549 6.07084
C 1.44062 0.92112 6.63380
C 0.54506 -1.40981 6.94315
C -0.90629 0.41991 6.07187
N 2.37688 -1.53668 0.30516
C 2.52310 -2.64780 -0.49795
C 3.60782 -2.46991 -1.27344
N 4.14737 -1.23388 -0.95065
C 3.37898 -0.66520 0.02928
S 3.61019 0.81659 0.80630
C 5.28576 -0.59569 -1.65639
C 4.80218 0.68120 -2.34477
C 6.41161 -0.32292 -0.66042
C 5.80693 -1.55055 -2.73015
C -1.07119 -2.53164 0.48022
S -1.73952 -1.35597 -0.56461
H -5.02338 -3.62992 0.80355
H -3.94505 -2.25850 0.51740
H -3.91919 -3.07378 2.07377
H -4.05314 -4.76927 -1.28304
H -2.32109 -5.12637 -1.35723
H -2.89489 -3.46024 -1.54807
H -4.21062 -5.90267 0.89187
H -3.17449 -5.48428 2.25056
H -2.49985 -6.31815 0.83073
H -0.94352 -5.32565 2.11592
H 1.24277 -3.72201 2.38442
H 0.55356 -0.23663 0.66360
H 3.51119 -1.26563 2.73276
H 3.08457 -0.72281 5.37375
H 2.44454 0.54987 6.83397
H 1.02974 1.28626 7.57374
H 1.51274 1.75926 5.94136
H 1.54911 -1.83216 6.99459
H -0.12901 -2.16414 6.53854
H 0.22327 -1.16655 7.95635
H -1.01942 1.27210 5.40333
H -1.10104 0.75176 7.09328
H -1.65856 -0.30576 5.78811
H 1.83378 -3.46861 -0.46816
H 4.03411 -3.11951 -2.01184
H 4.41072 1.39065 -1.62081
H 4.01958 0.44510 -3.06768
H 5.63700 1.13665 -2.87849
H 6.08062 0.34133 0.13356
H 7.24964 0.13570 -1.18728
H 6.75536 -1.25949 -0.21901
H 5.05542 -1.76175 -3.49125
H 6.16223 -2.49055 -2.30628
H 6.65097 -1.06750 -3.22088
S -3.24555 3.41253 0.05832
As -4.34244 2.49187 1.71618
S -2.72344 2.40088 3.16645
S -4.44662 0.38742 1.05544
S -6.15156 3.35951 2.29056
C 0.50741 3.32940 3.10624
C 0.80939 3.19180 1.65910
N 0.21691 2.42145 0.76614
C 0.90422 2.61215 -0.41368
C 1.89317 3.51575 -0.24242
N 1.82536 3.86973 1.08482
H 0.46209 2.34464 3.57403
H -0.46538 3.79866 3.25821
H 1.28726 3.91736 3.59119
H 0.66832 2.07004 -1.30939
H 2.63631 3.90217 -0.91140
H 2.43734 4.49844 1.57407
C -6.04484 1.56113 -3.92127
C -5.60784 0.59075 -3.03052
C -4.30291 0.60482 -2.56876
C -3.41602 1.58843 -2.99933
C -3.85897 2.56114 -3.88861
C -5.16809 2.54755 -4.34799
P -1.72556 1.55125 -2.31213
C -0.93937 3.06937 -3.01133
C -1.25188 4.31465 -2.46365
C -0.63046 5.46600 -2.91653
C 0.33015 5.40035 -3.91597
C 0.65453 4.16987 -4.46362
C 0.02081 3.01616 -4.02018
C -0.92325 0.28879 -3.38546
C 0.31553 -0.22253 -3.00215
C 1.00851 -1.09386 -3.82625
C 0.45780 -1.49269 -5.03660
C -0.78605 -1.01175 -5.41703
C -1.46646 -0.12048 -4.59887
H -7.07016 1.55910 -4.26660
H -6.29125 -0.16378 -2.66461
H -3.98873 -0.13364 -1.83930
H -3.18820 3.34267 -4.22044
H -5.50354 3.31700 -5.03058
H -1.98296 4.39034 -1.67004
H -0.89744 6.41748 -2.47591
H 0.81952 6.30067 -4.26492
H 1.40144 4.09874 -5.24374
H 0.29318 2.06993 -4.46842
H 0.73692 0.03541 -2.03682
H 1.96518 -1.48210 -3.50284
H 0.99116 -2.18432 -5.67599
H -1.22973 -1.32637 -6.35252
H -2.43098 0.26186 -4.91035

=====

No. 2
ORCA calculation (the ωB97M-V functional and the def2-TZVPD basis) on a 2-piece molecular cluster, C3H12N2OS overall.

Relative energy (zero: lowest compared OMol25 entry of this formula, charge and spin): 0.951 eV
SMILES: NC[C@@H](N)CS.O
M: 124.21 g/mol
Orbital gap: 9.56 eV

Atoms and positions in Å:
N -0.47233 2.75028 -0.83740
C 0.20858 1.70316 -1.59316
C -0.47055 0.31646 -1.19729
N -1.32391 -0.15498 -2.28253
C 0.59328 -0.75842 -0.84393
S -0.16404 -2.33065 -0.43000
H -0.01540 3.64546 -0.85339
H -1.47566 2.73707 -0.89006
H 1.24756 1.72404 -1.26596
H 0.01887 1.81588 -2.66310
H -1.08129 0.52422 -0.32218
H -0.82300 -0.11343 -3.14921
H -2.21807 0.30295 -2.34637
H 1.18723 -0.47006 0.01869
H 1.18087 -0.71767 -1.76083
H 0.12015 -2.95828 -1.59454
O 1.52746 0.60294 6.41542
H 0.74806 0.05310 6.32569
H 2.29263 0.00382 6.49524

=====

No. 3
ORCA calculation (the ωB97M-V functional and the def2-TZVPD basis) on C48H44CaI2O2P2S as an isolated structure.

Relative energy (zero: lowest compared OMol25 entry of this formula, charge and spin): 0.160 eV
Total charge: +2
M: 1040.78 g/mol
Orbital gap: 7.78 eV

Atoms and positions in Å:
Ca -1.15497 0.82866 -0.99103
C 4.07790 2.77959 3.60749
C 3.46437 1.42725 3.20879
C 4.15035 0.28780 3.98442
C 3.66004 1.21688 1.72392
C 4.96315 1.12766 1.23350
C 5.23969 0.96045 -0.10744
C 4.18363 0.90717 -0.99337
C 2.86350 1.00587 -0.55337
P 1.60324 1.04715 -1.84098
C 1.74967 2.68350 -2.62541
C 0.78636 3.03915 -3.56534
C 0.86663 4.24841 -4.23846
C 1.90194 5.12794 -3.95573
C 2.85531 4.79099 -3.00704
C 2.78708 3.57354 -2.34973
C 2.18402 -0.16814 -3.06302
C 2.61173 -1.40919 -2.59899
C 2.96191 -2.40661 -3.49163
C 2.87551 -2.18010 -4.85850
C 2.45038 -0.94639 -5.32466
C 2.10930 0.06039 -4.43289
C 2.60421 1.13492 0.82154
O 1.27479 1.16751 1.22150
C 0.99077 1.29470 2.57769
C -0.36597 1.26426 2.95677
C -0.69704 1.40532 4.30193
C 0.28161 1.56852 5.26293
C 1.60274 1.57385 4.87126
C 1.98710 1.43198 3.53936
P -1.71952 1.00383 1.77560
C -2.01923 -0.78931 1.81080
C -1.06814 -1.67096 2.31854
C -1.28172 -3.03776 2.24732
C -2.44397 -3.53306 1.67757
C -3.38773 -2.66178 1.15764
C -3.17267 -1.29586 1.21187
C -3.17730 1.78364 2.52778
C -4.15401 1.07382 3.22197
C -5.21435 1.74479 3.81085
C -5.29944 3.12497 3.73065
C -4.31804 3.84303 3.06232
C -3.26433 3.17682 2.45742
H 5.14407 2.79914 3.39150
H 3.95574 2.95737 4.67379
H 3.60304 3.59824 3.06778
H 5.22012 0.27106 3.79070
H 3.73585 -0.67993 3.70377
H 4.02129 0.41585 5.05659
H 5.78333 1.19092 1.93231
H 6.25794 0.88585 -0.45774
H 4.38043 0.79350 -2.05185
H -0.03213 2.36146 -3.80922
H 0.12058 4.50282 -4.97863
H 1.96704 6.07364 -4.47368
H 3.65998 5.47574 -2.78247
H 3.53881 3.32388 -1.61530
H 2.69612 -1.59526 -1.53290
H 3.31691 -3.35845 -3.12129
H 3.16090 -2.95611 -5.55438
H 2.40344 -0.75138 -6.38676
H 1.80864 1.02411 -4.82225
H -1.73680 1.39495 4.59610
H 0.01478 1.68490 6.30214
H 2.36958 1.69276 5.62216
H -0.17444 -1.29532 2.80210
H -0.54767 -3.71661 2.65853
H -2.61868 -4.59742 1.64631
H -4.29780 -3.04269 0.71727
H -3.92109 -0.62146 0.80925
H -4.08890 -0.00180 3.31048
H -5.96902 1.18639 4.34628
H -6.12275 3.64321 4.20027
H -4.36635 4.92265 3.02181
H -2.48674 3.74781 1.95748
I -4.19143 1.65034 -1.65788
C -3.85437 3.67736 -1.09063
I -1.78930 4.14715 -1.26349
H -4.15580 3.79007 -0.05456
H -4.43307 4.32010 -1.74566
C -2.49714 -7.51454 -0.74889
C -2.15052 -6.14490 -1.22912
C -0.85813 -5.64775 -1.11453
C -0.54645 -4.36933 -1.55229
C -1.53962 -3.58445 -2.11856
C -2.84420 -4.05995 -2.23587
C -3.13829 -5.33174 -1.79188
S -1.06075 -1.98249 -2.68440
C -1.65830 -1.98212 -4.37384
O -1.98230 -0.95492 -1.99150
H -1.60509 -8.09873 -0.53628
H -3.09166 -8.04761 -1.49047
H -3.09238 -7.46044 0.16403
H -0.08211 -6.26651 -0.68418
H 0.46431 -3.99373 -1.47206
H -3.62116 -3.44133 -2.66329
H -4.14607 -5.71208 -1.88842
H -2.73265 -2.14638 -4.40506
H -1.13258 -2.76613 -4.91392
H -1.40569 -1.01485 -4.80133

=====

No. 4
ORCA calculation (the ωB97M-V functional and the def2-TZVPD basis) on C12H7MnN2O5S as an isolated structure.

Relative energy (zero: lowest compared OMol25 entry of this formula, charge and spin): 0.422 eV
Multiplicity: 5
Total charge: +2
Expectation value of S²: 6.087
M: 346.20 g/mol
Orbital gap (alpha / beta): 6.43 / 5.68 eV

Atoms and positions in Å:
O 0.95293 -3.02988 0.86661
C 0.47058 -2.32597 0.08556
Mn -0.35895 -1.24841 -1.39314
C -1.03941 -0.08646 -2.62570
O -1.53127 0.60545 -3.40136
C -1.01423 -2.44012 -2.72645
O -1.47563 -2.97002 -3.66895
C -2.07880 -1.24070 -0.71066
O -3.15461 -1.28087 -0.31962
C 1.21364 -1.46835 -2.30759
O 2.22093 -1.66137 -2.82724
H -0.59342 -2.88507 -1.59906
N 1.36131 1.65563 -2.09828
C 1.01221 1.53402 -0.79476
N 0.31983 0.52286 -0.26834
C 0.11067 0.73618 1.10831
C -0.57625 -0.08817 2.02121
C -0.62409 0.27155 3.36960
C -0.01561 1.44429 3.81829
C 0.64918 2.27762 2.91582
C 0.71139 1.92385 1.57792
S 1.50419 2.79586 0.27664
H 1.91315 2.48383 -2.33173
H 1.16886 0.93444 -2.78467
H -1.06739 -0.98858 1.65211
H -1.14484 -0.38173 4.07357
H -0.05943 1.71044 4.86841
H 1.12506 3.19971 3.22348

=====

Question: What is the relative energy (zero: lowest compared OMol25 entry of this formula, charge and spin) in the fourth record?
Answer: 0.422 eV

=====

Question: Look up the relative energy (zero: lowest compared OMol25 entry of this formula, charge and spin) of the second one.
Answer: 0.951 eV

=====

Question: Which formula does entry 2 have?
Answer: C3H12N2OS